# C33H60NO22S3

10 unconnected molecules or ions with the total composition C33H60NO22S3 in a non-equilibrium geometry (ωB97M-V with the def2-TZVPD basis set, the Open Molecules 2025 dataset).

The energy above the lowest of the compared OMol25 structures with the same formula, charge and spin comes out at 0.00 kcal/mol. The charge is -1. The total energy comes out at -4197.7895 a.u. The lowest unoccupied orbital energy comes out at 0.05319 Eh. The value obtained for the max |F| is 7.3 eV/Å. For the frontier orbital gap, the calculation gives 0.18478 Eh. As for the HOMO energy: -0.132 Eh.

Structure (XYZ):
```
119
Properties=species:S:1:pos:R:3:mulliken_charge:R:1
S 4.0927 4.1789 2.3496 0.718
C -0.0434 4.6746 3.8725 -0.253
H -7.4752 2.0284 -1.6177 0.280
C -1.4565 0.8931 -1.7992 -1.108
C 3.0130 2.6576 -3.9081 -0.370
C 1.4656 -3.7697 4.2857 -0.314
C -3.7963 -1.5587 4.0075 -0.333
H 1.3773 -2.1505 -6.3917 0.362
O -3.1075 -4.0139 -4.4083 -0.657
H 2.1537 1.0395 2.4121 0.160
C -0.5071 3.8418 5.9688 0.663
H -1.9789 -0.0633 -1.8189 0.094
C 0.0320 -0.3404 1.9932 -1.329
O 2.6098 2.9635 -7.3732 -0.567
C -0.3370 -0.3730 -4.9656 -0.623
C 2.1671 0.9319 1.3275 -1.491
O 0.7093 3.3677 5.6023 -0.450
C -5.5817 1.4356 -0.9924 -0.105
O -3.4971 -1.9407 1.8016 0.145
H -4.3321 -0.1884 2.4087 0.277
H -0.8834 3.2940 -1.0213 0.448
O -1.0361 3.5988 6.9681 -0.518
H 3.6492 -2.2985 -2.2451 0.242
O -1.9803 -3.6194 1.9330 -0.605
O -1.0264 4.4815 4.9630 -0.407
H 3.5120 1.9879 -3.2077 0.279
H -0.9628 1.0639 -2.7559 -0.400
H -2.0906 2.0290 0.7386 0.665
H 0.9035 2.8318 -3.3851 -0.009
H 0.6361 -4.0775 4.9224 0.466
O 2.9823 -4.6607 6.4700 -0.642
N 0.4981 0.1164 -0.4161 0.999
H -0.4943 4.5087 2.8941 0.226
H -3.5123 -2.1189 -0.9339 -0.364
H -5.3025 2.0163 -1.8715 0.328
H 1.8268 1.9054 0.9746 0.134
C 2.5875 -4.6580 -3.6441 0.578
H 3.0052 0.7758 0.6483 0.363
H 0.4249 -0.4792 3.0004 0.749
C 0.4752 -2.6949 -6.1125 -0.559
H -5.4734 -1.3543 2.7611 0.380
H 2.0954 -2.0575 1.7510 -0.301
C 4.7059 3.5158 0.7591 -0.843
O -0.7879 -0.7388 -7.4889 -0.722
O -3.0368 -2.6829 3.7086 -0.397
H 5.3942 5.4931 3.7850 0.338
H -0.4150 1.5824 2.3546 -1.387
H 1.4267 -2.7464 3.9123 -0.345
C 2.7798 -2.6968 -2.7682 -0.014
H -2.5400 0.3391 0.5060 -0.542
C 1.1729 -0.1441 0.9379 2.449
O 1.3498 2.6220 -5.3777 -0.386
H 0.4138 5.6604 3.9589 0.272
H -4.6909 -1.8994 4.5287 0.361
C -4.3939 -1.2491 2.6523 -0.434
C 5.7328 5.0344 2.8560 -1.121
C -7.0371 1.7739 -0.6526 -0.414
H -1.9667 -4.5624 -0.4986 0.366
C -2.0510 -3.6958 -1.1542 0.605
H -0.5165 -1.2693 1.8372 -0.308
C -0.6748 1.1143 -0.5001 2.157
O -6.7400 -1.7397 -0.5553 -0.541
O -5.5754 0.0112 -1.1467 -0.186
H -3.3123 -0.7171 4.5030 0.254
H -0.4225 -0.6994 -3.9292 0.178
H 0.7466 2.7024 -0.9728 0.048
O 3.1448 5.3194 2.2598 -0.615
H -0.2400 2.9621 0.5620 0.191
O -7.4782 0.4664 -0.2854 -0.399
O -3.9535 -3.4660 -2.4187 -0.374
C -1.7068 1.0090 0.7183 -1.227
C 2.4646 2.8455 -6.1366 0.614
H 6.5533 4.3502 3.0722 0.347
C -1.0469 0.7216 2.1357 1.166
H 2.3589 -3.8988 -0.9274 0.244
C 3.9690 -2.6741 4.9760 -0.737
H -1.3243 -2.9180 -0.9195 -0.400
H 0.7073 2.6785 3.7218 -0.284
H 3.8943 3.1575 0.1258 0.049
H 0.6795 -0.0582 -5.2020 0.071
O 1.7190 -4.6803 -2.6564 -0.386
O 1.4587 0.1947 -1.4698 -0.738
H 2.7084 -1.4731 0.3094 0.403
H 1.0375 -2.9572 -1.7274 -0.628
H 0.2296 -3.5181 -6.7835 0.405
H -2.2237 1.6489 -1.9676 0.441
C -2.9820 -3.7716 -3.2002 0.553
H 5.9251 5.6576 1.9826 0.334
O 3.5282 2.5289 -5.2327 -0.408
C 1.7639 -1.5430 0.8491 -1.292
C -6.6590 -0.5514 -0.7208 0.668
C -0.2197 2.6245 -0.4743 -1.802
C 1.5896 2.3044 -4.0478 0.890
H -4.9207 1.6129 -0.1439 0.063
H 1.9696 3.9420 4.1403 -0.157
H 3.0460 3.7057 -3.6109 0.270
H 3.8573 -2.2561 3.9755 0.189
H 5.0299 -2.8394 5.1640 0.338
C -2.8062 -2.8581 2.4531 0.470
S -0.9091 -1.5696 -6.1964 0.529
H -0.8678 0.5727 -5.0753 0.446
H 5.4476 2.7197 0.8250 0.404
O 2.6570 -5.5170 -4.5232 -0.671
H 2.2256 -2.0108 -3.4088 0.035
C 0.9368 3.6086 4.2418 0.936
H 5.2677 4.2787 0.2203 0.423
O -1.8678 -3.9730 -2.5188 -0.302
C 1.9430 -3.5466 -1.8714 0.915
H 1.2977 -4.4549 3.4547 0.349
H 0.6743 -3.1492 -5.1419 -0.129
H 3.4485 -1.9827 5.6388 0.294
S 3.1245 -4.2584 5.0040 0.438
H 1.6067 1.2308 -3.8603 -0.314
O 3.2958 -3.6378 -3.7069 -0.339
H -4.0100 -3.6929 -0.3144 0.309
H 1.0590 -2.1716 0.3050 -0.203
H -7.1913 2.6021 0.0390 0.330
H -1.6831 0.6671 3.0190 0.531
C -3.4321 -3.1943 -1.0925 0.221
```